(1)
Entry from OMol25: C25H21B2CaF4N6O9S5 as an isolated structure in a non-equilibrium geometry (ωB97M-V/def2-TZVPD).

Computed properties:
- largest force on an atom (eV/A) = 1.7
- ΔE to the lowest compared entry with this formula, charge and spin (kcal/mol) = 43.5
- net charge = -1
- LUMO energy (eV) = 0.49
- multiplicity = 1
- E_HOMO (eV) = -6.4

Last column: Mulliken charge in e.
Positions of all 73 atoms, in Å:
H (0.17, -3.74, -0.57)  0.41
O (-1.53, 1.26, -1.09)  -0.06
H (3.63, 0.91, -5.30)  0.40
C (-1.27, 0.77, -4.67)  -1.67
O (-2.58, -2.96, 1.08)  -0.58
N (2.70, 4.61, -2.72)  1.04
C (4.70, 4.30, 1.02)  0.65
O (2.82, 5.35, -3.68)  -0.65
C (1.30, 0.03, -1.39)  0.12
H (-4.00, -1.23, 4.00)  0.48
O (-1.77, 2.17, 1.18)  -0.47
H (1.59, 2.73, -1.16)  0.74
N (-2.05, -1.38, -1.73)  -0.07
C (-2.46, 1.20, 3.71)  -1.68
N (-1.41, 1.45, -2.45)  -0.94
S (3.39, 4.59, 2.19)  -0.13
H (0.39, -5.24, 4.63)  0.40
C (0.27, -3.62, 0.51)  -0.29
H (0.75, -1.04, 5.44)  0.44
F (-3.17, -4.54, -0.48)  -0.40
O (5.48, 5.15, 0.69)  -0.57
H (3.66, 3.37, -4.85)  0.51
C (0.45, -4.22, 4.28)  -0.46
N (0.41, -2.47, 1.07)  0.20
O (-2.16, -2.73, -1.47)  -0.48
H (-3.64, -2.76, 3.17)  0.39
S (3.01, 0.45, 1.26)  -0.11
F (-2.70, 3.29, -0.70)  -0.32
C (0.49, -2.60, 2.46)  -0.76
F (-4.31, -2.51, -0.47)  -0.40
H (2.54, -0.61, -3.66)  0.50
C (-2.28, 0.37, 2.47)  0.68
N (-1.93, 0.86, 1.35)  0.06
H (-0.52, -2.18, -4.22)  0.26
O (2.65, 4.97, -1.57)  -0.54
N (-2.29, -1.65, 1.30)  0.28
C (3.18, 1.31, -4.40)  -0.75
H (0.60, -3.37, 6.23)  0.37
C (-1.50, 0.42, -3.22)  0.99
C (-3.21, -1.84, 3.55)  -1.78
B (-1.61, 2.55, -0.28)  0.34
S (0.23, -4.99, 1.56)  -0.32
C (-2.56, -1.11, 2.42)  0.19
C (0.62, -1.55, 3.37)  0.01
S (1.53, 2.64, 3.29)  -0.21
H (-2.15, 0.56, -5.28)  0.39
H (-2.57, 0.59, 4.60)  0.45
S (4.75, 2.64, 0.40)  -0.12
C (3.45, 1.99, 1.40)  0.08
O (1.11, 0.41, -0.17)  -0.60
O (0.85, -1.05, -1.82)  -0.51
C (2.01, 0.96, -2.32)  0.30
C (0.57, -3.17, 5.17)  -0.47
H (-0.43, 0.19, -5.07)  0.33
C (2.65, 3.15, -2.99)  -0.10
C (-1.75, -1.04, -2.92)  0.87
Ca (-0.83, -0.54, -0.07)  2.22
C (2.05, 2.32, -2.05)  0.22
C (2.58, 0.46, -3.48)  -0.47
C (-1.59, -2.05, -4.01)  -1.79
H (-2.47, -2.09, 4.32)  0.22
H (-2.08, -1.73, -4.93)  0.42
C (0.40, -3.92, 2.92)  0.90
C (2.77, 2.96, 2.30)  0.19
H (-1.59, 1.85, 3.81)  0.23
C (3.21, 2.67, -4.16)  -0.70
F (-0.44, 3.29, -0.42)  -0.25
H (-1.03, 1.83, -4.73)  0.41
H (-2.00, -3.00, -3.69)  0.43
H (-3.33, 1.85, 3.60)  0.33
C (0.65, -1.84, 4.72)  -0.98
H (0.70, -0.53, 3.01)  0.45
B (-3.08, -3.16, -0.34)  0.73

***

(2)
Entry from OMol25: C23H42Cl3EuN2O4Si as an isolated structure in a non-equilibrium geometry (ωB97M-V/def2-TZVPD).

Computed properties:
- largest force on an atom (eV/A) = 3.0
- ΔE to the lowest compared entry with this formula, charge and spin (kcal/mol) = 0.0
- net charge = -1
- LUMO energy (alpha / beta) (eV) = 2.38 / 2.38
- multiplicity = 8
- E_HOMO (alpha / beta) (eV) = -2.1 / -4.6

Last column: Löwdin spin population.
Positions of all 76 atoms, in Å:
H (-0.99, 5.32, 0.06)  0.00
O (1.97, 0.42, 1.60)  0.00
H (-1.56, 2.51, -1.03)  0.00
H (-0.20, -3.00, 4.69)  0.00
H (3.62, 0.62, -3.04)  0.00
H (-2.12, -3.70, -0.26)  0.00
C (-0.17, 2.61, 1.68)  0.00
H (-2.54, 3.75, -0.21)  0.00
H (1.75, 3.75, -2.67)  0.00
C (0.34, 4.27, -4.25)  0.00
H (-5.40, -3.14, -3.06)  0.00
H (3.99, 4.03, 0.56)  0.00
H (0.34, 5.07, 1.24)  0.00
H (3.90, 1.47, 3.04)  0.00
C (-0.45, 1.33, -3.88)  0.00
C (1.27, 1.19, -2.01)  0.00
O (0.04, -2.29, 2.47)  0.00
C (4.98, 2.04, -2.06)  0.00
H (0.55, 4.59, -0.47)  0.00
H (-2.91, -4.52, -1.59)  0.00
C (3.18, -1.63, 1.94)  0.00
H (-1.89, -6.00, 3.18)  0.00
H (-6.38, -2.03, -2.08)  0.00
H (-3.54, -4.72, 0.07)  0.00
C (-0.47, -4.05, 4.58)  0.00
C (5.06, 3.00, -1.04)  0.00
C (0.62, 2.04, -3.11)  0.00
H (1.85, 2.83, 0.13)  0.00
N (-0.72, 3.35, 0.70)  0.00
H (0.62, 3.13, 2.25)  0.00
H (-0.80, -5.89, 1.75)  0.00
C (0.95, 3.33, -3.27)  0.00
C (3.62, 0.45, 3.34)  0.00
Cl (0.64, -2.53, -1.13)  -0.01
C (-0.26, -3.49, 2.22)  0.00
H (0.18, 5.26, -3.80)  0.00
Cl (-2.95, -1.19, -2.01)  0.00
H (2.64, -2.29, 2.63)  0.00
H (-6.28, -3.75, -1.64)  0.00
H (-2.40, 2.10, 0.48)  0.00
C (3.94, 3.29, -0.25)  0.00
H (6.00, 3.53, -0.87)  0.00
H (-0.20, -6.51, 3.33)  0.00
H (-4.57, -1.10, 1.15)  0.00
H (-0.78, 1.92, -4.74)  0.00
H (-1.46, -4.25, 5.01)  0.00
H (-0.62, 3.91, -4.63)  0.00
O (0.39, 1.03, -0.98)  -0.01
C (2.63, 1.74, -1.55)  0.00
C (2.85, -0.20, 2.24)  0.01
C (-5.71, -2.90, -2.04)  0.00
C (-1.87, 2.89, -0.05)  0.00
H (1.00, 4.42, -5.12)  0.00
H (-0.10, 0.36, -4.24)  0.00
H (3.02, 0.53, 4.25)  0.00
Cl (-2.61, -0.59, 1.28)  -0.01
H (0.25, -4.69, 5.12)  0.00
H (-5.36, -2.68, 1.29)  0.00
Eu (-0.08, -0.61, 0.60)  7.01
H (5.84, 1.79, -2.67)  0.00
H (-1.31, 1.11, -3.23)  0.00
H (4.26, -1.81, 2.07)  0.00
H (4.51, -0.13, 3.59)  0.00
H (2.88, -1.89, 0.92)  0.00
C (3.76, 1.39, -2.28)  0.00
H (-0.33, -3.84, 1.18)  0.00
C (-5.16, -1.86, 0.58)  0.00
Si (-4.21, -2.51, -0.93)  0.00
C (-0.17, 4.66, 0.36)  0.00
H (-6.11, -1.39, 0.31)  0.00
N (-0.48, -4.41, 3.17)  0.00
O (-0.50, 1.44, 1.94)  0.00
H (1.47, 0.21, -2.49)  0.00
C (2.73, 2.65, -0.50)  0.00
C (-3.11, -4.00, -0.64)  0.00
C (-0.87, -5.78, 2.84)  0.00

***

(3)
Entry from OMol25: the molecule C6H10 (ωB97M-V/def2-TZVPD).

Computed properties:
- largest force on an atom (eV/A) = 0.4
- ΔE to the lowest compared entry with this formula, charge and spin (kcal/mol) = 89.5
- net charge = 0
- LUMO energy (eV) = -0.74
- multiplicity = 1
- E_HOMO (eV) = -8.3

Last column: Mulliken charge in e.
Positions of all 16 atoms, in Å:
C (1.80, -0.75, 1.35)  -1.23
H (2.00, -0.42, 2.38)  0.35
C (-1.91, 0.74, -1.10)  -0.05
C (-0.58, 0.62, -1.36)  -0.20
H (1.24, -0.50, -1.31)  0.41
C (-2.49, -0.12, -0.12)  -0.80
H (2.74, -0.70, 0.79)  0.32
H (1.05, 1.16, 0.68)  0.34
H (-0.20, 0.09, 1.31)  0.32
H (-0.11, 1.35, -2.03)  0.31
H (1.48, -1.80, 1.40)  0.32
H (-0.18, -1.32, -0.60)  0.37
H (-3.45, 0.33, 0.20)  0.19
C (0.33, -0.36, -0.70)  -0.69
H (-2.44, 1.56, -1.60)  0.37
C (0.72, 0.12, 0.71)  -0.32

***

(4)
Entry from OMol25: C18H32AuBN7OP as an isolated structure (ωB97M-V/def2-TZVPD).

Computed properties:
- largest force on an atom (eV/A) = 0.5
- ΔE to the lowest compared entry with this formula, charge and spin (kcal/mol) = 3.2
- net charge = 0
- LUMO energy (eV) = 0.50
- multiplicity = 1
- E_HOMO (eV) = -8.0

Last column: Mulliken charge in e.
Positions of all 61 atoms, in Å:
C (2.02, 1.89, -0.37)  -0.19
C (-2.09, -3.60, -3.64)  -0.21
C (-2.40, 2.41, 1.50)  -0.41
H (1.95, -1.21, 2.84)  0.24
C (-2.46, -1.47, -3.30)  -0.23
H (1.97, -0.91, 4.57)  0.40
H (2.11, 1.17, 2.73)  0.28
H (-1.16, 0.53, 4.43)  0.40
C (1.42, -0.71, 3.65)  -0.62
C (-3.92, 1.02, 0.29)  -0.70
C (-0.89, 0.06, 3.48)  -0.72
N (0.97, 2.14, 0.63)  0.31
H (2.23, 3.85, -1.26)  0.32
C (2.72, 3.25, -0.49)  -0.75
H (-2.87, -0.48, -3.17)  0.54
H (-0.29, -1.67, 4.67)  0.41
C (-3.72, 2.47, 0.73)  -0.71
H (0.73, -3.47, -4.83)  -0.15
C (-2.51, 0.59, -0.12)  -0.42
H (3.72, -1.50, -1.15)  0.44
H (0.84, 3.47, 2.27)  0.38
H (-1.86, 3.37, 1.48)  0.18
Au (0.33, -0.80, -1.87)  0.67
N (-1.65, 1.36, 0.80)  0.46
H (2.63, 4.97, 0.88)  0.38
C (3.28, -2.30, -1.72)  -0.17
H (-2.30, 0.86, -1.16)  0.26
C (-0.04, -1.20, 3.72)  -0.66
H (4.82, -3.90, -1.95)  0.37
H (3.77, 3.15, -0.75)  0.39
H (-0.23, -1.93, 2.93)  0.22
H (-4.63, 0.91, -0.53)  0.37
H (-4.53, 2.86, 1.34)  0.39
N (0.00, 0.99, 2.75)  0.08
H (-2.34, -0.48, -0.01)  0.27
O (0.27, -0.32, 0.41)  -0.93
N (1.72, -3.34, -2.80)  0.31
H (2.75, -5.11, -3.29)  0.44
H (-2.57, 2.15, 2.55)  0.31
N (-1.16, -1.68, -3.16)  -0.50
H (1.61, 1.56, -1.32)  0.14
N (2.01, -2.21, -2.13)  -0.55
H (0.36, 4.17, 0.72)  0.36
H (-2.11, -4.65, -3.87)  0.42
C (3.82, -3.52, -2.12)  -0.87
C (1.06, 3.49, 1.20)  -0.54
H (1.34, 1.36, 4.31)  0.37
H (-1.80, -0.13, 2.91)  0.33
P (-0.08, 0.96, 1.09)  -0.22
H (0.25, -4.88, -3.48)  -0.15
C (2.50, 3.89, 0.88)  -0.77
B (0.45, -3.70, -3.67)  0.21
H (-4.27, 0.42, 1.13)  0.31
C (2.79, -4.15, -2.80)  -0.29
H (-4.16, -2.82, -3.80)  0.38
H (3.18, 3.46, 1.62)  0.28
C (-3.11, -2.66, -3.61)  -0.98
N (-0.93, -3.00, -3.36)  0.27
H (2.71, 1.12, -0.02)  0.21
H (-3.61, 3.11, -0.15)  0.31
C (1.32, 0.80, 3.37)  -0.61

***

(5)
Entry from OMol25: an isolated ion of composition C20H34FN4O2 and charge +1 in a non-equilibrium geometry (ωB97M-V/def2-TZVPD).

Computed properties:
- largest force on an atom (eV/A) = 5.0
- SMILES = CNCN1C(N)=[NH+][C@](F)(CCCCO)[C@@H]1COc1cc(C)ccc1C(C)C
- net charge = +1
- LUMO energy (eV) = -5.33
- multiplicity = 1
- E_HOMO (eV) = -10.7

Last column: Mulliken charge in e.
Positions of all 61 atoms, in Å:
H (0.08, -1.43, 2.85)  -0.01
H (-0.51, -3.79, 2.39)  0.21
C (2.32, 2.68, 1.70)  -0.94
H (3.31, 3.29, 1.87)  0.41
O (-0.68, 1.72, -1.35)  -0.43
H (-3.29, -3.60, -0.76)  0.36
H (0.93, -0.06, 3.84)  0.35
H (0.84, 0.06, 1.95)  -0.07
C (2.64, 0.47, -3.72)  0.39
C (3.51, 2.05, -1.58)  -0.31
H (-1.25, -0.30, -2.09)  0.25
C (-1.42, 1.37, 1.89)  0.03
H (2.32, -1.54, -4.97)  0.25
H (-5.15, 0.55, 2.89)  0.30
H (3.44, 4.57, -0.12)  0.28
N (-4.21, 0.10, 3.12)  -0.38
H (-1.67, -4.60, 1.04)  0.27
C (3.89, 1.13, -2.89)  -0.69
C (0.23, -0.25, 2.90)  -0.27
C (-2.66, -2.61, -0.95)  -0.77
H (-0.21, -1.96, 0.74)  -0.86
H (-3.01, -2.23, -2.03)  0.28
H (-1.80, 2.39, 2.37)  0.37
N (-2.89, -1.60, 1.59)  -0.12
H (3.91, -0.56, -5.45)  0.30
H (0.92, -3.23, -0.06)  0.50
H (2.01, 5.48, 0.90)  0.35
H (1.27, -5.10, 1.59)  0.31
C (-1.07, 0.33, -1.09)  -0.60
H (-1.95, -1.76, 2.03)  0.15
H (1.82, 5.09, -1.01)  0.33
H (4.44, 2.54, -1.01)  0.21
C (0.75, 1.61, -1.79)  0.19
N (-1.06, 0.50, 3.11)  -0.40
H (0.17, 0.23, -3.69)  0.24
H (-4.05, -0.15, 4.12)  0.27
H (-1.03, -4.16, -1.57)  0.40
H (-0.83, 1.21, 3.87)  0.37
H (-0.16, -0.18, -0.53)  0.40
H (2.21, 0.07, -5.96)  0.27
C (-2.96, -1.40, 0.10)  0.69
C (-2.41, 0.13, -0.18)  -0.25
H (-0.54, -2.37, -1.90)  0.08
H (-0.48, 1.65, 1.26)  -0.37
C (-0.59, -4.24, 1.31)  -0.49
H (2.49, 1.50, 1.71)  0.20
O (0.38, -5.37, 1.21)  -0.54
C (1.12, 0.72, -3.15)  -0.30
C (2.00, 2.32, -1.00)  0.43
C (1.63, 3.23, 0.32)  0.26
C (2.81, -0.48, -5.09)  -0.91
N (-2.59, 0.79, 1.15)  0.21
C (-1.10, -3.06, -1.11)  -0.52
H (0.46, 3.43, 0.41)  0.35
C (-0.20, -3.03, 0.27)  0.70
H (5.00, 0.95, -3.24)  0.27
F (-4.45, -1.20, -0.10)  -0.41
C (-3.31, -0.20, 2.08)  0.19
H (-3.29, 0.62, -0.82)  0.16
H (1.61, 2.92, 2.60)  0.21
C (2.29, 4.74, 0.03)  -1.17